Record 1
A gas-phase ion, C15H31NO3PS2 (charge +1), computed with ωB97M-V with the def2-TZVPD basis set.

```
53
Properties=species:S:1:pos:R:3:forces:R:3:mulliken_charge:R:1
S -2.046 -0.585 4.598 0.25 -0.29 -0.36 -0.302
S -3.561 -1.167 1.612 -0.04 -0.57 -0.05 0.031
P -1.262 -1.903 3.409 -0.55 1.38 1.22 0.240
O -2.446 1.202 -0.071 -0.45 -0.29 -0.13 -0.214
O -2.781 4.584 -0.899 0.14 -0.01 -0.28 -0.447
O 0.043 -1.910 0.557 -0.44 -0.06 -0.70 -0.238
N -1.272 -1.536 0.580 0.33 0.51 1.00 0.145
C -1.633 5.272 -0.415 -0.15 0.19 0.29 -0.385
C 1.938 -1.167 -0.792 -1.01 -0.69 -0.63 0.720
C -3.288 2.242 -0.573 0.33 0.52 0.09 -0.664
C 0.979 -0.810 0.329 1.09 0.25 0.45 -0.612
C -1.201 4.799 0.965 -0.13 -0.25 -0.29 -0.749
C 1.177 -1.200 -2.120 0.54 0.20 0.16 -1.807
C -2.503 3.290 -1.391 -0.57 -0.18 0.62 -0.542
C -1.886 -1.547 1.714 -0.79 0.00 0.26 0.337
C 5.068 -1.956 -0.712 0.01 -0.16 0.28 -1.636
C -2.119 -1.148 -0.566 0.71 -0.70 -1.99 -0.251
C -2.020 0.282 -1.042 0.73 0.63 0.72 -0.577
C 2.591 -2.537 -0.582 0.56 0.17 0.18 -1.156
C -3.467 -1.655 -0.182 -0.19 0.31 1.16 -0.875
C 3.914 -1.802 1.490 -0.08 -0.16 -0.64 -1.514
C 3.937 -2.518 0.141 0.20 -0.01 0.16 0.676
H 3.620 -0.765 1.347 -0.11 0.18 0.19 0.267
H 1.555 -0.722 1.242 -0.13 -0.04 0.39 0.336
H 4.188 -3.554 0.347 0.01 -0.31 -0.03 0.410
H -4.149 1.842 -1.107 0.03 -0.26 -0.18 0.354
H -4.287 -1.253 -0.754 -0.19 0.29 -0.09 0.454
H 3.243 -2.321 2.167 -0.14 0.13 0.34 0.275
H 5.031 -2.299 -1.740 -0.11 0.07 -0.26 0.367
H 0.137 -1.868 3.332 -0.05 -0.48 -0.31 0.089
H 1.872 -1.425 -2.917 0.13 -0.13 -0.28 0.546
H 6.004 -2.315 -0.305 0.32 0.04 0.09 0.477
H -1.350 3.731 1.089 0.02 -0.31 -0.09 0.120
H 0.472 0.136 0.193 -0.38 0.02 -0.20 0.322
H 5.101 -0.872 -0.661 -0.04 0.25 -0.24 0.352
H 0.732 -0.243 -2.369 -0.29 0.11 0.01 0.365
H 2.779 -2.950 -1.565 0.00 -0.22 -0.26 0.468
H -1.741 -1.716 -1.416 0.05 -0.29 -0.03 0.291
H -2.784 3.231 -2.438 0.12 0.13 -0.30 0.353
H -3.504 -2.735 -0.176 -0.08 -0.28 -0.17 0.433
H 2.711 -0.412 -0.857 0.16 0.37 0.20 0.495
H -0.974 0.480 -1.267 0.18 0.01 -0.21 -0.012
H -1.817 5.285 1.710 0.07 0.11 0.31 0.283
H 1.934 -3.247 -0.087 -0.33 0.05 0.11 0.362
H -2.541 0.375 -1.989 -0.43 -0.10 -0.15 0.663
H 0.448 -2.001 -2.086 -0.32 -0.08 -0.15 0.258
H -0.148 4.989 1.129 0.14 0.26 0.20 0.329
H -1.743 -3.198 3.658 0.45 -0.23 -0.49 0.145
H -3.665 2.763 0.293 -0.11 0.06 0.33 0.432
H 4.911 -1.779 1.904 0.24 -0.10 0.29 0.517
H -1.452 3.055 -1.259 0.37 -0.05 -0.19 0.379
H -1.924 6.310 -0.326 -0.16 0.27 -0.17 0.343
H -0.822 5.248 -1.141 0.11 -0.27 -0.19 0.344
```
Forces are in eV/Å.

Properties
Lowest unoccupied orbital energy   -4.43 eV
HOMO   -12.1 eV
2S+1   1
Net charge   +1

Record 2
7 unconnected molecules or ions with the total composition C20H46B3FIN6O11P, computed with ωB97M-V with the def2-TZVPD basis set.

```
89
Properties=species:S:1:pos:R:3:forces:R:3:mulliken_charge:R:1
I 3.267 -3.475 -3.813 -0.19 -0.16 -0.14 -0.169
P 3.688 -2.508 -1.605 0.20 0.44 0.69 -0.293
F 0.244 -5.918 -3.370 0.08 -0.05 0.05 -0.161
O -0.557 -3.901 -1.562 0.37 -0.32 -0.74 0.103
O 0.721 9.403 2.261 -0.04 0.04 -0.02 -0.526
O 2.877 1.074 -3.427 0.11 -0.12 -0.16 -0.603
O 1.411 -3.711 -0.289 0.71 -0.82 -0.72 0.120
O -3.202 -2.719 -3.416 -0.10 0.09 -0.03 -0.543
O 1.305 0.088 4.973 -0.01 -0.02 -0.04 -0.612
O -1.084 -7.265 1.196 -0.11 0.01 0.11 -0.599
O 0.765 -1.926 -1.672 0.48 -0.29 -0.66 -0.120
O 2.394 4.708 1.017 -0.03 0.02 0.03 -0.636
O 3.824 -0.905 -1.866 0.36 -0.59 -0.05 -0.345
O 0.601 -7.938 -2.589 0.02 -0.13 -0.03 -0.528
N -1.097 -5.974 3.059 -0.01 0.02 0.01 0.195
N 2.017 5.397 3.149 0.02 0.03 0.03 0.163
N 0.920 1.290 -4.552 0.03 -0.02 -0.04 0.206
N -4.823 -3.923 -2.390 -0.01 0.03 0.02 0.144
N -0.687 9.208 0.495 -0.01 -0.02 -0.01 0.146
N 1.958 -0.293 2.833 0.01 -0.05 -0.02 0.184
C 0.494 -0.054 -4.192 -0.02 0.08 0.01 -0.693
C 0.051 2.115 -5.362 0.01 -0.02 0.01 -0.945
C 2.111 1.726 -4.115 -0.08 0.08 -0.05 0.054
C 1.716 -0.965 1.574 0.07 0.08 0.02 -0.848
C -1.603 9.840 -0.428 0.03 -0.04 0.01 -0.929
C 2.511 6.738 2.872 0.04 -0.09 -0.03 -0.791
C -1.549 -5.769 4.419 0.02 0.01 -0.04 -0.938
C 3.100 0.597 2.963 -0.08 -0.01 0.01 -0.833
C 0.773 -6.088 -1.050 0.19 0.05 -0.01 0.142
C -1.451 -7.054 2.339 0.06 0.01 -0.02 0.073
C 0.538 -6.784 -2.359 -0.24 0.19 0.07 0.126
C -4.288 -3.267 -3.439 0.06 -0.08 0.02 0.102
C -6.115 -4.568 -2.459 0.04 0.00 0.02 -0.933
C -0.053 9.898 1.463 0.02 -0.05 0.01 0.097
C 1.543 5.075 4.478 0.03 0.02 -0.03 -0.953
C 1.152 -0.460 3.898 -0.01 0.04 0.04 0.078
C 2.015 4.493 2.153 -0.06 -0.03 -0.02 0.083
C -0.232 -4.984 2.440 -0.03 -0.06 -0.03 -0.665
C -0.434 7.780 0.383 0.02 0.04 0.02 -0.906
C -4.057 -3.980 -1.156 0.01 -0.03 -0.03 -0.698
B 1.793 -2.680 -1.136 -0.53 0.37 0.55 -0.041
B 0.511 -4.550 -0.969 -0.51 0.54 0.51 -0.138
B -0.232 -2.723 -2.229 -0.32 0.07 0.48 0.853
H -0.487 -0.243 -4.623 0.00 0.00 0.00 0.410
H -0.703 -5.713 5.106 0.00 -0.01 0.01 0.320
H -0.139 1.646 -6.330 0.01 0.01 -0.01 0.325
H 3.632 0.638 2.016 -0.02 0.01 -0.01 0.381
H -6.804 -4.144 -1.725 -0.01 0.01 -0.01 0.329
H 0.719 -5.429 2.142 0.01 0.01 0.01 0.347
H -2.125 -4.845 4.503 -0.02 -0.01 0.01 0.330
H 2.336 5.207 5.217 0.00 -0.01 0.01 0.326
H -1.670 10.902 -0.199 -0.01 0.00 -0.01 0.293
H 2.427 7.342 3.771 -0.02 0.01 0.00 0.390
H -0.705 -4.566 1.549 -0.02 0.03 0.02 -0.020
H 0.523 3.081 -5.531 -0.01 0.01 -0.01 0.304
H -2.112 -7.747 2.882 0.00 0.00 0.01 0.239
H 1.830 -6.256 -0.822 -0.02 -0.09 0.11 0.351
H -0.709 7.267 1.306 -0.01 -0.01 0.00 0.287
H -6.537 -4.425 -3.452 -0.01 -0.01 0.00 0.292
H -4.624 -4.543 -0.418 0.00 0.00 0.00 0.397
H -4.929 -3.282 -4.336 -0.01 0.01 0.01 0.258
H 2.557 -1.618 1.322 -0.01 -0.02 -0.01 0.347
H -2.183 -6.602 4.717 0.00 0.00 0.01 0.307
H -6.027 -5.640 -2.271 0.00 -0.01 -0.02 0.333
H 0.443 -0.164 -3.111 0.02 0.05 -0.08 0.149
H 0.315 -1.153 3.700 0.00 0.00 0.00 0.292
H 3.552 6.701 2.549 0.01 0.00 0.02 0.308
H -3.093 -4.461 -1.324 0.00 0.00 0.00 0.066
H 1.578 -0.242 0.768 0.00 -0.02 -0.02 0.446
H 1.621 3.511 2.470 0.00 0.00 -0.02 0.306
H -0.724 -2.443 -3.264 -0.16 0.10 0.13 -0.214
H 0.203 -6.610 -0.271 0.03 -0.05 -0.10 0.129
H 0.704 5.716 4.756 -0.01 -0.01 0.00 0.339
H -1.259 9.729 -1.458 0.00 0.02 -0.01 0.329
H 0.818 -1.576 1.655 0.00 -0.01 -0.01 0.088
H -3.865 -2.975 -0.777 -0.01 0.00 0.01 0.265
H -0.906 2.278 -4.863 0.00 0.01 0.00 0.329
H 1.199 -0.797 -4.568 0.00 -0.01 0.00 0.140
H 3.772 0.248 3.747 0.01 0.00 0.00 0.328
H 1.215 4.037 4.506 0.00 0.00 0.01 0.334
H -0.303 10.973 1.466 0.00 0.00 0.00 0.239
H 1.926 7.208 2.086 0.00 0.06 0.03 0.072
H 2.345 2.754 -4.434 0.00 0.00 0.03 0.246
H -2.601 9.405 -0.349 -0.01 0.01 0.01 0.329
H 2.758 1.597 3.231 0.09 0.03 0.01 0.154
H 3.640 -0.595 -2.765 -0.42 0.60 0.09 0.335
H 0.622 7.584 0.195 0.00 -0.01 -0.03 0.284
H -0.044 -4.184 3.152 0.01 0.00 0.00 0.358
H -1.022 7.382 -0.440 0.00 -0.01 0.00 0.381
```
Forces are in eV/Å.

Properties
Lowest unoccupied orbital energy   0.01 eV
HOMO   -8.6 eV
2S+1   1
Net charge   0
SMILES   O=C(F)CB1OBOB(P(O)I)O1.CN(C)C=O.CN(C)C=O.CN(C)C=O.CN(C)C=O.CN(C)C=O.CN(C)C=O

Record 3
A molecular structure, C3H5IS, computed with ωB97M-V with the def2-TZVPD basis set.

```
10
Properties=species:S:1:pos:R:3:forces:R:3:mulliken_charge:R:1
I -2.611 -0.393 0.169 0.10 0.08 0.24 0.127
S -0.346 -1.811 -1.585 0.81 0.26 0.55 -0.145
C 0.310 0.575 -0.140 -0.89 -0.31 -0.87 -0.042
C 0.604 1.385 0.858 0.02 1.73 -0.99 -0.673
C -0.526 -0.697 -0.127 1.60 -0.59 0.61 -0.639
H 0.816 -2.333 -1.075 -0.58 0.16 -0.59 0.136
H -0.028 -1.324 0.646 -1.28 0.45 0.07 0.356
H 0.049 1.366 1.760 0.09 -0.38 1.20 0.313
H 0.592 0.887 -1.121 0.58 -0.10 -0.68 0.331
H 1.142 2.345 0.613 -0.46 -1.29 0.46 0.235
```
Forces are in eV/Å.

Properties
ΔE to the lowest compared entry with this formula, charge and spin   0.5433 eV
Lowest unoccupied orbital energy   0.21 eV
HOMO   -9.2 eV
2S+1   1
Net charge   0

Calculated calculated total energy in order - -54639.8019; -75093.6507; -22126.4848 eV
Calculated largest force on an atom in order - 2.23; 1.30; 2.00 eV/Å
Calculated HOMO-LUMO gap in order - 7.626; 8.563; 9.445 eV